Entry from the OMol25 dataset: C21H24NO7PSTeW as an isolated structure (the ωB97M-V functional and the def2-TZVPD basis).

Computed properties:
- ΔE to the lowest compared entry with this formula, charge and spin: 147.9 kJ/mol
- Highest occupied orbital energy (spin up / spin down): -7.3 / -7.3 eV
- Calculated total energy: -67234.1483 eV
- Spin multiplicity: 1

Geometry (Å):
W: -0.1054 -0.8066 0.4821
C: 1.4245 -0.9865 3.4923
C: 1.8677 0.2508 3.7900
C: 2.4429 1.0650 2.7618
C: 2.5902 0.5913 1.5075
C: 2.1133 -0.7217 1.1343
C: 1.4803 -1.4844 2.1386
H: 1.0421 -1.6388 4.2679
H: 1.8194 0.6226 4.8051
H: 2.8160 2.0511 3.0105
H: 3.1025 1.1807 0.7573
H: 2.6574 -1.2215 0.3435
H: 1.5677 -2.5549 2.0483
C: 0.3981 -5.2054 0.2819
C: 0.7784 -5.4305 -1.0370
C: 0.9386 -4.3682 -1.8920
C: 0.7319 -3.0698 -1.4170
N: 0.4400 -2.8615 -0.1318
C: 0.2267 -3.9039 0.6881
C: 0.8280 -1.8549 -2.2305
C: 0.9805 -1.9045 -3.6129
C: 1.0840 -0.7296 -4.3305
C: 1.0475 0.4791 -3.6432
C: 0.8627 0.5170 -2.2703
C: 0.7307 -0.6564 -1.5200
H: 0.2230 -6.0111 0.9792
H: 0.9324 -6.4407 -1.3958
H: 1.2122 -4.5171 -2.9250
H: -0.1150 -3.6682 1.6815
H: 0.9985 -2.8530 -4.1344
H: 1.1844 -0.7539 -5.4074
H: 1.1503 1.4095 -4.1897
H: 0.8259 1.4745 -1.7740
O: -3.9555 -1.3643 0.2801
S: -2.6198 -1.6242 -0.1410
O: -2.4362 -2.5333 -1.2422
O: -1.8265 -0.2941 -0.4512
O: -1.6824 -2.0394 1.0371
C: -0.0784 5.7491 1.3398
C: 0.4613 4.4085 0.9088
O: -0.2253 3.3737 1.6526
P: -0.8589 2.1070 0.9395
O: 0.2647 1.2507 0.2953
Te: -1.5502 0.6433 2.6347
O: -1.7192 2.8016 -0.1577
C: -2.8025 2.3554 -1.0260
C: -4.0231 1.9766 -0.2286
H: 0.4403 6.5517 0.8119
H: 0.0617 5.8937 2.4111
H: -1.1432 5.8194 1.1168
H: 1.5219 4.3035 1.1391
H: 0.3268 4.2560 -0.1627
H: -2.4398 1.5370 -1.6389
H: -2.9804 3.2203 -1.6617
H: -3.7899 1.2061 0.5058
H: -4.7750 1.5606 -0.9009
H: -4.4482 2.8428 0.2800

---

Entry from the OMol25 dataset: one molecule with the formula C7H10N2O (the ωB97M-V functional and the def2-TZVPD basis).

Computed properties:
- ΔE to the lowest compared entry with this formula, charge and spin: 471.7 kJ/mol
- Highest occupied orbital energy (spin up / spin down): -8.6 / -7.7 eV
- Calculated total energy: -12444.5591 eV
- Spin multiplicity: 1

Geometry (Å):
C: -1.5054 0.4493 -1.7805
C: 0.1627 1.4480 0.7464
C: 1.4255 0.6366 1.0932
C: -1.1153 0.9635 1.0309
C: 1.4657 -0.7028 0.4442
C: 0.7523 -0.6235 -0.9467
C: -0.7846 -0.4485 -1.0188
N: -2.1635 1.0283 -2.5508
N: -1.5497 -1.5058 -0.5730
O: 0.3992 2.4959 0.1996
H: 2.2602 1.3601 0.5684
H: 1.7297 0.6543 2.1227
H: -1.0995 0.1928 1.8150
H: -1.9774 1.6124 0.9118
H: 2.4365 -0.9807 0.2493
H: 0.8322 -1.4679 1.1355
H: 1.1994 0.1455 -1.4521
H: 1.1383 -1.6344 -1.4558
H: -2.5972 -1.6433 -0.6441
H: -1.0090 -1.9794 0.1050

---

Entry from the OMol25 dataset: one molecule with the formula C9H9N (the ωB97M-V functional and the def2-TZVPD basis).

Computed properties:
- ΔE to the lowest compared entry with this formula, charge and spin: 264.5 kJ/mol
- Highest occupied orbital energy: -9.1 eV
- Calculated total energy: -10965.6993 eV
- SMILES: C=C[C@@]1(C#N)C=CC=CC1
- Spin multiplicity: 1

Geometry (Å):
C: -2.0331 -1.7766 -0.2785
C: -1.9001 -0.4457 -0.3257
C: -0.6388 0.2150 0.0882
C: -0.9058 1.4904 0.7257
N: -1.2281 2.5277 1.0968
C: 0.2573 -0.6210 1.1071
C: 1.6078 -0.6427 1.1741
C: 2.2853 0.3863 0.2515
C: 1.5925 0.9751 -0.7306
C: 0.2173 0.6718 -1.1654
H: -2.9402 -2.1247 -0.6621
H: -1.2719 -2.3456 0.4183
H: -2.5788 0.2771 -0.9031
H: -0.1659 -1.3082 1.8276
H: 2.3749 -1.2606 1.7666
H: 3.3280 0.7747 0.5131
H: 2.0470 1.6739 -1.4186
H: -0.3555 1.5537 -1.5167
H: 0.3083 -0.0206 -1.9682

---

Entry from the OMol25 dataset: C15H23IN2OSiTi as an isolated structure (the ωB97M-V functional and the def2-TZVPD basis).

Computed properties:
- ΔE to the lowest compared entry with this formula, charge and spin: 0.0 kJ/mol
- Highest occupied orbital energy (spin up / spin down): -15.3 / -15.3 eV
- Calculated total energy: -60034.9546 eV
- Charge: +2
- Spin multiplicity: 1

Geometry (Å):
C: -1.2753 -1.9429 -0.0703
C: 1.9532 -0.6211 0.5643
H: -1.5402 -1.5773 0.9372
H: -1.2556 -3.0594 -0.1008
H: -1.9334 -1.4798 -0.7996
H: 2.4026 0.3365 0.7743
H: 2.0859 -1.2172 1.4506
H: 2.5820 -1.1430 -0.1702
C: -3.1105 0.9734 -0.4363
C: -4.2258 1.7980 -0.5553
C: -4.0520 3.1762 -0.6579
C: -2.7598 3.6769 -0.6514
H: -3.2156 -0.1073 -0.3277
H: -5.2170 1.3562 -0.5513
H: -4.9117 3.8442 -0.7448
H: -2.5767 4.7430 -0.7076
N: -1.8354 1.4521 -0.4072
C: -1.6595 2.8056 -0.5514
C: -0.2801 3.2840 -0.5122
N: 0.6847 2.3334 -0.3156
C: 1.9858 2.6970 -0.2058
C: 1.4259 4.9981 -0.5209
C: 2.3858 4.0150 -0.3069
H: 2.6886 1.8909 -0.0284
H: 3.4412 4.2347 -0.2162
C: 0.0915 4.6288 -0.6164
H: -0.6824 5.3653 -0.7727
H: 1.7274 6.0402 -0.6190
Ti: 0.0245 0.4548 0.2359
I: -0.5315 0.7969 2.7214
C: 0.8371 -4.2403 -1.3511
Si: 1.1615 -3.4020 0.2663
C: 0.1840 -4.1757 1.6628
C: 2.9887 -3.5062 0.6953
O: 0.0428 -1.4687 -0.2569
H: 1.1640 -5.2883 -1.3315
H: 1.3944 -3.7457 -2.1568
H: -0.2189 -4.2390 -1.6466
H: 0.4861 -5.2201 1.8110
H: 0.3509 -3.6620 2.6165
H: -0.9008 -4.1930 1.5099
H: 3.5968 -3.0398 -0.0915
H: 3.2075 -3.0081 1.6493
H: 3.2895 -4.5642 0.7856

---

Please write out number 1 again, unchanged.
Entry from the OMol25 dataset: C21H24NO7PSTeW as an isolated structure (the ωB97M-V functional and the def2-TZVPD basis).

Computed properties:
- ΔE to the lowest compared entry with this formula, charge and spin: 147.9 kJ/mol
- Highest occupied orbital energy (spin up / spin down): -7.3 / -7.3 eV
- Calculated total energy: -67234.1483 eV
- Spin multiplicity: 1

Geometry (Å):
W: -0.1054 -0.8066 0.4821
C: 1.4245 -0.9865 3.4923
C: 1.8677 0.2508 3.7900
C: 2.4429 1.0650 2.7618
C: 2.5902 0.5913 1.5075
C: 2.1133 -0.7217 1.1343
C: 1.4803 -1.4844 2.1386
H: 1.0421 -1.6388 4.2679
H: 1.8194 0.6226 4.8051
H: 2.8160 2.0511 3.0105
H: 3.1025 1.1807 0.7573
H: 2.6574 -1.2215 0.3435
H: 1.5677 -2.5549 2.0483
C: 0.3981 -5.2054 0.2819
C: 0.7784 -5.4305 -1.0370
C: 0.9386 -4.3682 -1.8920
C: 0.7319 -3.0698 -1.4170
N: 0.4400 -2.8615 -0.1318
C: 0.2267 -3.9039 0.6881
C: 0.8280 -1.8549 -2.2305
C: 0.9805 -1.9045 -3.6129
C: 1.0840 -0.7296 -4.3305
C: 1.0475 0.4791 -3.6432
C: 0.8627 0.5170 -2.2703
C: 0.7307 -0.6564 -1.5200
H: 0.2230 -6.0111 0.9792
H: 0.9324 -6.4407 -1.3958
H: 1.2122 -4.5171 -2.9250
H: -0.1150 -3.6682 1.6815
H: 0.9985 -2.8530 -4.1344
H: 1.1844 -0.7539 -5.4074
H: 1.1503 1.4095 -4.1897
H: 0.8259 1.4745 -1.7740
O: -3.9555 -1.3643 0.2801
S: -2.6198 -1.6242 -0.1410
O: -2.4362 -2.5333 -1.2422
O: -1.8265 -0.2941 -0.4512
O: -1.6824 -2.0394 1.0371
C: -0.0784 5.7491 1.3398
C: 0.4613 4.4085 0.9088
O: -0.2253 3.3737 1.6526
P: -0.8589 2.1070 0.9395
O: 0.2647 1.2507 0.2953
Te: -1.5502 0.6433 2.6347
O: -1.7192 2.8016 -0.1577
C: -2.8025 2.3554 -1.0260
C: -4.0231 1.9766 -0.2286
H: 0.4403 6.5517 0.8119
H: 0.0617 5.8937 2.4111
H: -1.1432 5.8194 1.1168
H: 1.5219 4.3035 1.1391
H: 0.3268 4.2560 -0.1627
H: -2.4398 1.5370 -1.6389
H: -2.9804 3.2203 -1.6617
H: -3.7899 1.2061 0.5058
H: -4.7750 1.5606 -0.9009
H: -4.4482 2.8428 0.2800